# C39H31I3NO16S

4 unconnected molecules or ions with the total composition C39H31I3NO16S at a distorted geometry (ωB97M-V/def2-TZVPD, the OMol25 dataset).

Positions of all 91 atoms, in Å:
C 11.18888 -3.92648 4.67559
C 9.96727 -4.80960 3.95882
O 9.06273 -3.82155 3.35020
C 8.03490 -4.46386 2.50127
C 6.69663 -4.64041 3.48821
O 5.47330 -4.67723 2.67292
C 4.27988 -4.26032 3.48224
N 3.10753 -5.01957 2.90616
C 3.13206 -6.49437 3.23538
C 4.23502 -7.23699 4.21732
C 4.20490 -8.86845 4.49703
I 5.77133 -9.70042 5.79840
C 3.06947 -9.84901 3.80767
C 1.92601 -9.12681 2.83745
C 1.97311 -7.50847 2.58188
S 0.67876 -6.60242 1.50534
C 0.38140 -5.01433 2.52712
C 1.77478 -4.36708 3.18905
C 1.53577 -3.02104 4.12433
C 0.00716 -2.38478 4.35306
C -1.34774 -3.05764 3.66468
C -2.87558 -2.43598 3.85274
I -4.11113 -1.97965 2.05063
C -3.49197 -2.17773 5.20635
C -5.02928 -1.57001 5.40525
I -2.42748 -2.62566 7.11282
C -1.12222 -4.39515 2.74187
C -2.35964 -5.21342 1.96925
O -2.63731 -4.91377 0.67264
O -3.13534 -6.29278 2.65176
H 10.73197 -2.85780 4.94045
H 11.61770 -4.46399 5.64383
H 12.05283 -3.81326 3.86027
H 10.49518 -5.52714 3.19898
H 9.46316 -5.44486 4.83178
H 7.79884 -3.89336 1.50729
H 8.44623 -5.55980 2.26680
H 6.90657 -5.65338 4.08468
H 6.71120 -3.73506 4.22921
H 4.44870 -4.44187 4.62553
H 4.19476 -3.08506 3.28995
H 5.06835 -6.61573 4.75484
H 3.07297 -11.02145 4.01003
H 1.05131 -9.73859 2.30803
H 2.45475 -2.49610 4.67580
H -0.18565 -1.42759 5.02635
H -5.75007 -2.49805 5.36503
H -5.28474 -0.74556 4.60633
H -5.09128 -1.12118 6.50947
C -3.50752 1.95108 -0.00693
C -3.13176 2.69356 -1.05012
C -2.23411 3.86946 -0.87946
O -1.89069 4.52140 -1.85928
C -1.79330 4.20802 0.48277
C -2.17199 3.46746 1.52623
C -3.04695 2.27575 1.35187
O -3.36324 1.60382 2.32789
O -1.76361 3.78157 2.80949
O -3.56276 2.39611 -2.32992
H -4.15781 1.09239 -0.11691
H -1.15570 5.07557 0.59481
H -2.16757 3.09730 3.38663
H -3.15391 3.07678 -2.90767
C -5.37675 6.15911 -4.93603
C -6.26647 7.14823 -4.83227
C -5.99528 8.34777 -3.99251
O -6.82394 9.24924 -3.93173
C -4.72366 8.39906 -3.25430
C -3.83559 7.40824 -3.35548
C -4.09512 6.22209 -4.21676
O -3.25173 5.33594 -4.30396
O -2.63971 7.44873 -2.66233
O -7.47437 7.09484 -5.50327
H -5.55996 5.28253 -5.54460
H -4.54697 9.26817 -2.63368
H -2.17107 6.61963 -2.90205
H -7.94030 7.92669 -5.26828
C -3.59776 5.26994 -9.58505
C -3.22200 6.01241 -10.62824
C -2.32435 7.18831 -10.45757
O -1.98093 7.84026 -11.43739
C -1.88354 7.52687 -9.09535
C -2.26222 6.78632 -8.05188
C -3.13718 5.59461 -8.22625
O -3.45347 4.92267 -7.25022
O -1.85384 7.10043 -6.76862
O -3.65300 5.71496 -11.90804
H -4.24804 4.41124 -9.69503
H -1.24593 8.39442 -8.98330
H -2.25781 6.41616 -6.19149
H -3.24414 6.39563 -12.48579

Highest occupied orbital energy ... -4.72 eV
Kohn-Sham gap ... 3.89 eV
Net charge ... -1
Electronic energy ... -4053.781939 Eh

---

# C39H31N7O4PSZr

A molecular structure, C39H31N7O4PSZr at a distorted geometry (ωB97M-V/def2-TZVPD, the OMol25 dataset).

Positions of all 84 atoms, in Å:
Zr 0.17494 0.35322 0.29060
N -2.51590 3.12370 2.78496
C -1.73427 2.15685 2.29790
S -2.27535 1.28550 0.89227
N -0.64489 1.93412 3.00793
N 0.16683 0.99682 2.45655
C 1.17038 0.66927 3.17441
C 2.05398 -0.40549 2.72251
C 3.12878 -0.81116 3.48094
C 3.87273 -1.89695 3.05507
C 3.49849 -2.55201 1.89458
C 2.42217 -2.06542 1.17873
N 1.72168 -0.99933 1.56631
H -3.37944 3.34800 2.33316
H -2.23601 3.60984 3.62067
H 1.30671 1.13481 4.14100
H 3.36283 -0.28796 4.40066
H 4.72594 -2.23621 3.62936
H 4.02687 -3.42842 1.54191
H 2.10750 -2.54869 0.26519
O -1.44304 -4.35578 -2.22228
C -2.10341 -4.34586 -1.04507
C -3.03837 -5.35482 -0.83036
C -3.75239 -5.40097 0.34890
C -3.56576 -4.43823 1.34515
C -2.65713 -3.42878 1.13276
C -1.90972 -3.36640 -0.05302
C -0.97488 -2.26086 -0.22036
O -0.91990 -1.32859 0.68311
N -0.17675 -2.25042 -1.28102
N 0.72666 -1.20764 -1.18262
C 1.65451 -1.05220 -2.03895
C 2.66402 -0.00890 -1.76655
C 3.56472 0.38109 -2.72925
C 4.46863 1.39000 -2.42081
C 4.44618 1.94673 -1.15804
C 3.50834 1.48558 -0.24604
N 2.63287 0.53279 -0.53687
H -0.76591 -3.64472 -2.18072
H -3.18040 -6.09404 -1.61025
H -4.46909 -6.20052 0.50131
H -4.13366 -4.48139 2.26499
H -2.50549 -2.65253 1.87304
H 1.71833 -1.66301 -2.93299
H 3.54489 -0.08830 -3.70796
H 5.17845 1.73605 -3.16180
H 5.13516 2.73106 -0.87452
H 3.45410 1.90192 0.75081
O 0.34475 2.85302 0.42271
C -0.01478 2.62593 -0.74348
O 0.50078 1.58671 -1.33917
C -1.07772 3.26149 -1.54945
C -1.25979 4.62999 -1.58396
C -2.16699 5.16906 -2.48499
C -2.87853 4.32982 -3.33231
C -2.73046 2.94667 -3.25063
C -1.84111 2.38525 -2.34461
P -1.66461 0.53120 -2.15655
C -0.78861 0.13704 -3.73549
C -0.75953 -1.15376 -4.27937
C -0.00507 -1.44381 -5.41047
C 0.75984 -0.45410 -6.01337
C 0.76412 0.82571 -5.47220
C 0.00212 1.11672 -4.34549
C -3.40337 -0.06133 -2.23048
C -4.43939 0.77924 -1.80668
C -5.74472 0.31401 -1.71487
C -6.04107 -1.00765 -2.01614
C -5.01690 -1.87056 -2.37827
C -3.71125 -1.40640 -2.46991
H -0.67487 5.26656 -0.92767
H -2.30950 6.24209 -2.53529
H -3.55889 4.75350 -4.06401
H -3.32540 2.30366 -3.88964
H -1.30500 -1.95868 -3.82371
H -0.01824 -2.44984 -5.81754
H 1.34227 -0.67656 -6.90077
H 1.35711 1.61038 -5.93130
H 0.02581 2.12355 -3.94592
H -4.23284 1.80604 -1.53630
H -6.53125 0.99066 -1.39804
H -7.05971 -1.36920 -1.94791
H -5.22704 -2.91691 -2.57654
H -2.94241 -2.12721 -2.69224

Highest occupied orbital energy ... -10.36 eV
Kohn-Sham gap ... 6.86 eV
Net charge ... +1
Electronic energy ... -2975.650514 Eh

---

# C39H32ClN7O2PSW

A molecular structure, C39H32ClN7O2PSW (ωB97M-V/def2-TZVPD, the OMol25 dataset).

Positions of all 84 atoms, in Å:
W -0.29388 -0.32561 -0.65362
Cl -0.61403 -0.17844 -3.27297
C 0.58323 0.83178 -4.09814
C 0.33959 1.22055 -5.39365
C 1.33046 1.96387 -6.03214
C 2.51349 2.27806 -5.37876
C 2.72911 1.86472 -4.06945
C 1.74981 1.12691 -3.40701
P 1.93794 0.46669 -1.74755
C 2.42319 -1.25916 -1.86914
C 1.78252 -2.11441 -0.96630
C 1.99277 -3.48707 -0.99135
C 2.86151 -4.00476 -1.94394
C 3.49473 -3.16488 -2.85483
C 3.27253 -1.79361 -2.83176
C 3.18685 1.43256 -0.91512
C 4.12445 0.80498 -0.09801
C 5.03605 1.57711 0.61005
C 5.00738 2.95960 0.50380
C 4.07458 3.58726 -0.31836
C 3.15973 2.82918 -1.02726
H -0.58170 0.96421 -5.89738
H 1.16809 2.29447 -7.04875
H 3.27592 2.84861 -5.89024
H 3.65591 2.11034 -3.56921
H 1.20458 -1.75610 -0.08878
H 1.51356 -4.12620 -0.26070
H 3.05235 -5.06868 -1.97164
H 4.16978 -3.58369 -3.58886
H 3.75579 -1.14919 -3.55535
H 4.15445 -0.27419 -0.01949
H 5.77546 1.09598 1.23490
H 5.72483 3.55566 1.05081
H 4.07396 4.66440 -0.41387
H 2.44763 3.31756 -1.68285
C -1.92611 4.98427 0.45654
C -3.07241 4.23561 0.69768
C -3.12138 2.89963 0.34425
C -2.00198 2.31828 -0.24597
C -0.84595 3.05854 -0.47955
C -0.81269 4.39651 -0.13575
N -2.02104 0.95030 -0.64189
N -3.14451 0.45199 -0.88880
C -3.13469 -0.89322 -1.26738
C -4.31921 -1.50940 -1.60177
C -4.27274 -2.83219 -2.04138
C -3.05185 -3.47621 -2.12644
C -1.90102 -2.79912 -1.74397
N -1.93795 -1.53194 -1.33149
H -1.90004 6.02989 0.73023
H -3.93084 4.69718 1.16443
H -4.00367 2.30382 0.53330
H 0.00524 2.59419 -0.97005
H 0.06872 4.98984 -0.33514
H -5.24237 -0.95229 -1.53034
H -5.18354 -3.34550 -2.31674
H -2.97852 -4.50014 -2.46154
H -0.92969 -3.27693 -1.76518
N -4.04049 -1.99892 6.89441
C -3.38983 -2.12593 5.72601
C -2.04371 -2.55199 5.69850
C -1.37880 -2.68569 4.50810
C -2.04662 -2.40203 3.31059
C -3.38416 -1.98264 3.31521
C -4.04324 -1.83364 4.50672
S -1.26387 -2.69319 1.82162
O -0.01325 -3.36843 1.98493
O -2.20418 -3.14161 0.83892
N -0.77801 -1.13257 1.18556
C 0.01528 -0.32359 1.95143
N 0.57456 0.58147 1.10582
C 1.30688 1.57626 1.63742
C 1.53016 1.60315 2.99487
C 0.99728 0.56111 3.75615
N 0.23750 -0.40023 3.24300
H -3.61024 -2.27966 7.75833
H -5.01885 -1.77136 6.92160
H -1.54453 -2.79239 6.62743
H -0.35375 -3.02342 4.48306
H -3.90293 -1.80454 2.38322
H -5.07915 -1.52290 4.52155
H 1.70767 2.32380 0.97033
H 2.11494 2.38837 3.44772
H 1.18692 0.49899 4.82136

Highest occupied orbital energy (alpha / beta) ... -14.47 / -14.47 eV
Kohn-Sham gap (alpha / beta) ... 4.57 / 4.21 eV
Multiplicity ... 3
Net charge ... +3
<S²> ... 2.024
Electronic energy ... -3305.068775 Eh

---

# C39H32N2OP2Te2Y

A molecular structure, C39H32N2OP2Te2Y at a distorted geometry (ωB97M-V/def2-TZVPD, the OMol25 dataset).

Positions of all 79 atoms, in Å:
Y -0.27045 -0.15730 -0.18626
Te 1.37655 -3.34648 3.66021
C 2.18131 -2.31184 5.33714
C 3.52518 -1.96481 5.37391
C 3.97066 -1.15462 6.41150
N 3.17837 -0.69138 7.37782
C 1.89785 -1.05816 7.34819
C 1.35155 -1.86371 6.35600
C 1.03332 -1.55645 2.61563
P 1.98915 -1.12056 1.16600
C 3.45830 -2.18187 1.04782
C 3.27811 -3.48935 0.59364
C 4.33400 -4.38368 0.58743
C 5.58494 -3.97413 1.03075
C 5.77625 -2.66908 1.45902
C 4.71783 -1.76804 1.46401
C 2.70677 0.53613 1.49559
C 2.93170 1.41513 0.43930
C 3.49877 2.66287 0.66602
C 3.85037 3.03098 1.95632
C 3.65529 2.14777 3.01331
C 3.08255 0.90668 2.78524
P -0.61057 -0.88282 2.45632
C -1.77723 -1.72450 3.56254
C -2.21822 -1.15758 4.75269
C -3.03555 -1.89041 5.60553
C -3.41943 -3.17986 5.27097
C -3.00030 -3.74146 4.07151
C -2.18631 -3.01443 3.22098
C -0.56909 0.83081 3.10123
C 0.22739 1.17059 4.19343
C 0.24591 2.47482 4.65982
C -0.52546 3.45097 4.03613
C -1.34025 3.11781 2.96467
C -1.36049 1.80698 2.50324
H 4.21248 -2.31096 4.61116
H 5.01408 -0.86129 6.46780
H 1.27580 -0.68676 8.15631
H 0.30139 -2.12905 6.37878
H 2.30146 -3.80561 0.24252
H 4.18415 -5.39964 0.24555
H 6.41179 -4.67298 1.03736
H 6.75415 -2.34576 1.79172
H 4.88246 -0.75192 1.79578
H 2.69058 1.11287 -0.57548
H 3.66749 3.34564 -0.15725
H 4.27897 4.00838 2.13907
H 3.95181 2.42680 4.01741
H 2.92327 0.20855 3.60057
H -1.92799 -0.15117 5.02207
H -3.37159 -1.44835 6.53462
H -4.05037 -3.74849 5.94252
H -3.30364 -4.74596 3.80644
H -1.86355 -3.44825 2.28091
H 0.82705 0.40083 4.66892
H 0.86353 2.73220 5.51200
H -0.49203 4.47446 4.38769
H -1.95632 3.87387 2.49492
H -2.03380 1.54005 1.69135
O 0.35959 4.05245 0.12758
C 0.10325 2.99003 -0.26759
N -0.16502 1.88626 -0.69947
C -1.86560 -1.69641 -4.20372
Te -0.38531 -2.08730 -2.69075
C 0.55919 -0.39055 -3.65004
C 0.16527 -0.55803 -5.09592
C 0.93705 -0.06124 -6.13525
C 0.51532 -0.22903 -7.44811
C -0.66750 -0.89991 -7.72004
C -1.44316 -1.39771 -6.68071
C -1.03378 -1.21755 -5.36740
H -2.53914 -0.92800 -3.82877
H -2.43280 -2.59786 -4.41616
H 1.63282 -0.39100 -3.48128
H 0.13245 0.52339 -3.23191
H 1.86891 0.45008 -5.92453
H 1.12193 0.15160 -8.25928
H -0.98305 -1.04873 -8.74429
H -2.36199 -1.93053 -6.89488

Highest occupied orbital energy ... -9.65 eV
Kohn-Sham gap ... 5.87 eV
Net charge ... +1
Electronic energy ... -2946.977887 Eh

---

# C39H33Cl3NO3P2Ru

A molecular structure, C39H33Cl3NO3P2Ru at a distorted geometry (ωB97M-V/def2-TZVPD, the OMol25 dataset).

Positions of all 82 atoms, in Å:
Ru 0.58279 -0.55312 0.91990
C -2.31126 -0.94627 -0.33595
P -2.65395 0.67367 0.58108
C -3.28888 0.27220 2.24947
C -2.33418 -0.20481 3.15601
C -2.63751 -0.33788 4.49571
C -3.88593 0.04737 4.96891
C -4.81444 0.58614 4.08997
C -4.51627 0.71009 2.74458
C -4.18163 1.06069 -0.34380
C -5.30460 0.22508 -0.32387
C -6.40649 0.52228 -1.09958
C -6.40888 1.64666 -1.91211
C -5.28822 2.46972 -1.95443
C -4.18301 2.17224 -1.18048
C -1.48225 -0.37703 -1.44696
C -1.79538 0.10321 -2.70637
C -0.72809 0.94166 -3.09269
C 0.17191 0.94369 -2.03847
C 1.42076 1.71870 -1.77172
P 1.11852 2.74947 -0.25133
C -0.30197 3.76105 -0.65953
C -1.38241 3.96772 0.21726
C -2.34911 4.90231 -0.07354
C -2.26709 5.67975 -1.22819
C -1.16970 5.51755 -2.07897
C -0.20100 4.58809 -1.79642
C 2.55763 3.82121 -0.06072
C 3.69083 3.85543 -0.89719
C 4.70670 4.74602 -0.64534
C 4.63204 5.64561 0.41945
C 3.49532 5.64105 1.23729
C 2.47857 4.75755 0.99289
N -0.28725 0.13346 -1.06099
H -3.22098 -1.45317 -0.66176
H -1.71231 -1.60171 0.31359
H -1.33237 -0.45655 2.79087
H -1.89794 -0.72125 5.18384
H -4.12247 -0.04406 6.02054
H -5.77421 0.92482 4.46134
H -5.23621 1.15608 2.06766
H -5.30027 -0.65743 0.30443
H -7.27345 -0.12861 -1.08091
H -7.27863 1.87556 -2.51511
H -5.27885 3.34024 -2.59711
H -3.30129 2.79441 -1.22140
H -2.67533 -0.12568 -3.28391
H -0.65323 1.49386 -4.01611
H 1.68842 2.34875 -2.62582
H 2.24601 1.04514 -1.50301
H -1.48204 3.35042 1.09829
H -3.18708 5.02624 0.60286
H -3.03806 6.40003 -1.46125
H -1.07697 6.14236 -2.96008
H 0.65384 4.47574 -2.45160
H 3.77631 3.15195 -1.71428
H 5.59254 4.74712 -1.27127
H 5.44256 6.33594 0.61244
H 3.42945 6.33639 2.06549
H 1.58601 4.74893 1.60764
Cl -0.92552 -7.97802 0.73017
C -0.71232 -6.31690 1.19225
C -0.10977 -5.44051 0.30482
C 0.05251 -4.12135 0.67077
Cl 0.77936 -2.99775 -0.44329
C -0.35661 -3.59201 1.93673
O -0.20771 -2.38957 2.28318
C -0.98520 -4.56361 2.77096
Cl -1.56549 -4.01464 4.30568
C -1.16159 -5.88714 2.43014
H 0.21533 -5.77591 -0.66582
H -1.64908 -6.56167 3.11776
C 0.88370 1.77955 1.19125
H 1.82439 1.75001 1.75351
H 0.06366 2.15928 1.80295
C 4.85123 -1.31388 1.25853
C 3.34991 -0.98154 1.16922
O 2.70260 -0.91810 2.23115
O 2.88345 -0.77342 0.02756
H 5.05735 -1.90592 2.14676
H 5.40514 -0.37975 1.32127
H 5.16140 -1.85236 0.36720

Highest occupied orbital energy (alpha / beta) ... 0.26 / 0.52 eV
Kohn-Sham gap (alpha / beta) ... 3.76 / 3.49 eV
Multiplicity ... 2
Net charge ... -2
<S²> ... 0.759
Electronic energy ... -3944.562673 Eh